A molecular structure, C38H41CoN7O2S2 at a distorted geometry, computed with ωB97M-V with the def2-TZVPD basis set.

The geometry in XYZ format:
```
91
Properties=species:S:1:pos:R:3:forces:R:3
Co 0.235 0.013 -0.044 -0.3 0.2 -0.7
C -2.577 -0.154 3.523 -0.1 -0.1 0.0
C -2.300 -0.368 2.059 0.0 0.0 0.1
O -1.593 0.398 1.428 -0.1 0.0 -0.2
N -2.876 -1.460 1.483 0.0 0.1 0.0
C -2.637 -1.797 0.089 0.1 0.0 0.2
C -1.431 -2.690 -0.071 0.0 0.0 0.0
C -1.584 -4.059 -0.235 -0.1 0.0 0.0
C -0.459 -4.866 -0.296 0.0 -0.1 0.0
C 0.783 -4.276 -0.161 0.1 0.0 0.0
C 0.852 -2.900 0.000 0.1 0.0 0.0
N -0.225 -2.116 0.018 -0.1 0.1 0.0
H -2.536 0.914 3.730 0.0 0.0 0.0
H -1.786 -0.637 4.103 0.0 0.0 0.0
H -3.543 -0.560 3.827 0.1 0.0 0.0
H -3.353 -2.122 2.069 0.0 0.0 0.0
H -2.472 -0.870 -0.452 0.0 0.1 -0.1
H -3.525 -2.290 -0.304 0.0 0.0 0.0
H -2.578 -4.481 -0.311 0.0 0.0 0.0
H -0.556 -5.936 -0.433 0.0 0.0 0.0
H 1.695 -4.858 -0.172 0.0 0.0 0.0
H 1.800 -2.392 0.124 0.0 0.0 0.1
S 2.344 -0.332 -1.445 -0.1 -0.1 -0.1
C 2.707 1.305 -1.265 0.4 -0.1 0.2
N 3.932 1.688 -1.834 -0.7 -0.2 0.0
N 4.374 2.899 -1.567 0.1 0.4 0.3
C 4.517 3.559 -0.330 0.0 0.0 -0.1
C 5.005 4.864 -0.360 0.0 0.1 0.0
C 5.238 5.549 0.820 0.0 0.0 0.0
C 4.992 4.937 2.043 0.0 0.0 0.0
C 4.511 3.634 2.067 0.0 0.0 0.0
C 4.267 2.940 0.891 0.0 -0.1 0.0
N 1.922 2.241 -0.736 0.0 0.2 -0.4
N 0.697 1.884 -0.368 0.2 0.3 0.2
C -0.103 3.004 -0.070 0.0 0.0 -0.2
C -1.488 2.855 -0.129 -0.1 0.0 0.0
C -2.321 3.935 0.124 0.0 0.0 0.0
C -1.791 5.178 0.447 0.1 0.0 0.0
C -0.408 5.336 0.484 0.0 -0.1 0.0
C 0.433 4.268 0.217 0.0 0.0 0.0
H 4.935 3.272 -2.317 0.2 0.0 0.1
H 5.205 5.339 -1.316 0.0 0.0 0.0
H 5.618 6.563 0.782 0.0 0.0 0.0
H 5.187 5.465 2.968 0.0 0.0 0.0
H 4.327 3.140 3.012 0.0 0.0 0.0
H 3.915 1.918 0.923 0.0 0.0 0.0
H -1.901 1.892 -0.394 0.0 0.1 0.0
H -3.395 3.805 0.057 0.0 0.0 0.0
H -2.444 6.015 0.661 0.0 0.0 0.0
H 0.020 6.304 0.721 0.0 -0.1 0.0
H 1.508 4.393 0.228 0.0 0.0 0.0
N 1.096 -0.181 1.559 0.8 -1.1 0.5
C 1.316 -0.055 2.779 -0.2 0.5 0.3
C 0.910 1.150 3.621 0.0 -0.3 0.1
C 0.463 1.005 4.936 0.0 0.0 0.0
C 0.044 2.105 5.674 0.0 -0.1 -0.1
C 0.076 3.374 5.109 0.0 0.0 0.0
C 0.531 3.530 3.806 0.0 0.0 0.0
C 0.942 2.424 3.073 0.0 0.1 0.0
C 2.001 -1.175 3.558 0.1 0.2 -0.1
C 3.079 -0.920 4.404 0.0 0.0 0.0
C 3.737 -1.960 5.053 0.0 0.0 -0.1
C 3.315 -3.271 4.875 0.0 0.0 0.0
C 2.233 -3.535 4.044 0.0 0.1 0.0
C 1.587 -2.492 3.390 -0.1 -0.1 0.0
H 0.439 0.015 5.383 0.0 0.0 0.0
H -0.301 1.974 6.693 0.0 0.0 0.0
H -0.249 4.235 5.682 0.0 0.0 0.0
H 0.569 4.516 3.356 0.0 0.0 0.0
H 1.301 2.537 2.059 0.0 0.0 0.0
H 3.411 0.104 4.543 0.0 0.0 0.0
H 4.583 -1.746 5.696 0.0 0.0 0.0
H 3.824 -4.082 5.383 0.0 0.0 0.0
H 1.896 -4.555 3.899 0.0 0.0 0.0
H 0.743 -2.689 2.736 0.1 0.0 0.0
C -2.592 -1.834 -3.899 0.1 0.1 0.1
C -1.959 -0.457 -4.075 -0.1 -0.2 0.0
S -0.418 -0.358 -3.152 0.3 0.1 0.4
O -0.906 0.022 -1.763 -0.3 -0.1 -0.1
C 0.239 1.148 -3.895 0.2 0.0 -0.2
C 1.186 0.769 -5.032 -0.1 0.0 0.1
H -3.553 -1.889 -4.411 0.0 0.0 0.0
H -2.758 -2.047 -2.842 0.0 0.0 0.0
H -1.943 -2.615 -4.298 0.0 0.0 0.0
H -2.576 0.340 -3.656 0.0 0.0 -0.1
H -1.737 -0.246 -5.123 0.0 0.0 0.0
H 0.761 1.669 -3.090 -0.1 -0.1 0.0
H -0.604 1.757 -4.222 0.0 0.1 0.0
H 2.033 0.205 -4.638 0.0 0.0 0.0
H 1.563 1.666 -5.523 0.0 0.0 0.0
H 0.687 0.157 -5.789 0.0 0.1 0.0
```
Forces are in eV/Å.

Output
Net charge = 0
ΔE to the lowest compared entry with this formula, charge and spin = 2.130 eV
HOMO (alpha / beta) = -6.34 / -6.27 eV
2S+1 = 4
E_tot = -113892.4597 eV

Mulliken population analysis, charges in e, atoms 1 to 5:
1. Co -1.667
2. C -1.472
3. C 0.686
4. O -0.199
5. N -0.032